{
  "formula": "C25H50Br4O9",
  "method": "ωB97M-V/def2-TZVPD",
  "elements": ["C", "C", "O", "C", "C", "O", "H", "H", "H", "H", "H", "H", "H", "H", "C", "C", "O", "C", "C", "O", "H", "H", "H", "H", "H", "H", "H", "H", "C", "C", "O", "C", "C", "O", "H", "H", "H", "H", "H", "H", "H", "H", "C", "C", "C", "O", "H", "H", "H", "H", "H", "H", "C", "C", "C", "O", "H", "H", "H", "H", "H", "H", "C", "C", "C", "O", "H", "H", "H", "H", "H", "H", "Br", "C", "C", "Br", "H", "H", "H", "H", "Br", "C", "C", "Br", "H", "H", "H", "H"],
  "positions_angstrom": [[-6.60355, -11.84408, 24.49422], [-7.70298, -12.88957, 24.37140], [-8.15971, -13.27901, 25.67111], [-7.54989, -14.31513, 26.25088], [-8.21090, -14.71681, 27.53810], [-6.51784, -14.80554, 25.88110], [-5.73417, -12.32119, 24.94576], [-6.99368, -11.03543, 25.10919], [-6.31585, -11.38421, 23.55264], [-8.58005, -12.48628, 23.87043], [-7.32098, -13.72158, 23.78038], [-7.50560, -14.86878, 28.35181], [-8.87668, -15.56520, 27.40701], [-8.78785, -13.86232, 27.89882], [-11.70336, -11.38683, 22.32670], [-12.82135, -12.17357, 22.99481], [-14.11857, -11.72727, 22.62935], [-14.58858, -12.06626, 21.42790], [-15.96340, -11.49460, 21.16179], [-14.03022, -12.80466, 20.66684], [-11.72432, -11.49144, 21.24030], [-10.72085, -11.68448, 22.69005], [-11.79727, -10.30666, 22.47304], [-12.70598, -13.24032, 22.79797], [-12.74523, -12.03512, 24.07303], [-16.71926, -11.97017, 21.78889], [-16.20232, -11.80677, 20.14674], [-16.05020, -10.41986, 21.29441], [-7.73830, -5.03913, 24.44662], [-8.42892, -4.71897, 25.74925], [-7.67637, -3.73603, 26.44696], [-7.82020, -3.57104, 27.76061], [-6.86555, -2.53382, 28.29573], [-8.56025, -4.19500, 28.47188], [-8.23227, -5.89691, 23.98891], [-6.72208, -5.40906, 24.60158], [-7.64534, -4.22990, 23.72403], [-9.46303, -4.41044, 25.59223], [-8.48674, -5.64456, 26.32999], [-6.60262, -2.74281, 29.32645], [-7.30155, -1.54222, 28.17440], [-5.95270, -2.54224, 27.69894], [-11.56392, -5.47322, 28.02820], [-11.93469, -6.66593, 27.17597], [-12.25927, -7.95975, 27.85133], [-11.91927, -6.59012, 25.96319], [-11.10919, -5.67473, 28.99680], [-12.50085, -4.94837, 28.24313], [-10.89844, -4.80720, 27.49047], [-13.25807, -7.80551, 28.27290], [-11.51200, -8.25628, 28.58653], [-12.31901, -8.79245, 27.15276], [-5.45023, -10.11851, 19.68378], [-6.83348, -9.50079, 19.90561], [-6.96788, -8.01551, 19.96547], [-7.77101, -10.25285, 20.03018], [-5.04152, -10.27637, 20.68687], [-4.75320, -9.53998, 19.08307], [-5.60087, -11.11421, 19.27238], [-6.50656, -7.69502, 20.90522], [-8.01358, -7.72300, 19.90211], [-6.37995, -7.46953, 19.22537], [-12.71836, -5.26795, 20.65752], [-11.84420, -5.72123, 21.76952], [-12.24674, -5.55794, 23.21851], [-10.80369, -6.29839, 21.49508], [-12.15999, -4.89343, 19.80336], [-13.42774, -4.51020, 20.99191], [-13.25359, -6.15585, 20.30898], [-12.55777, -6.51557, 23.63363], [-13.08614, -4.86689, 23.27442], [-11.38229, -5.24941, 23.79922], [-12.41272, -11.37536, 29.69214], [-11.60762, -12.72621, 28.53755], [-12.14824, -12.63703, 27.12713], [-11.47104, -14.18405, 26.09354], [-11.80202, -13.68152, 29.01656], [-10.52558, -12.62388, 28.48492], [-11.74902, -11.74756, 26.65090], [-13.22929, -12.71748, 27.10865], [-9.86478, -9.93128, 25.44561], [-9.87043, -8.32308, 24.30598], [-8.95855, -8.56563, 23.13565], [-7.04505, -8.60306, 23.55941], [-9.58745, -7.46881, 24.91079], [-10.86407, -8.15937, 23.89831], [-8.99923, -7.79296, 22.37191], [-9.21038, -9.50576, 22.64889]],
  "forces_ev_per_a": [[-0.35, -0.21, 0.41], [0.58, 0.58, -0.76], [-0.36, -0.33, -0.30], [0.76, 0.03, 1.04], [-0.53, 1.02, 0.60], [0.09, -0.19, -0.70], [0.05, 0.21, 0.10], [0.28, 0.00, 0.22], [-0.10, -0.31, -0.22], [-0.08, 0.04, 0.05], [-0.22, -0.34, 0.32], [0.37, -0.53, -0.41], [0.08, -0.08, 0.02], [-0.35, -0.19, -0.23], [-0.23, 0.45, -0.66], [1.08, -0.15, 0.26], [-0.25, 0.58, 0.26], [-0.70, -0.06, 0.14], [-0.13, -0.52, -0.35], [0.42, -0.16, -0.22], [0.06, -0.36, 0.05], [-0.06, -0.16, 0.07], [-0.13, -0.05, 0.40], [-0.14, 0.03, -0.14], [-0.25, 0.02, 0.00], [0.22, 0.01, 0.28], [-0.04, 0.36, -0.08], [0.21, 0.03, -0.01], [0.54, -0.43, -0.23], [-0.20, -0.84, -0.16], [0.16, 0.44, -0.35], [0.56, 0.06, 0.77], [0.37, 0.03, -0.68], [-0.54, -0.34, -0.26], [-0.25, 0.25, -0.19], [0.00, 0.13, 0.32], [-0.38, 0.16, 0.13], [0.02, 0.36, 0.04], [0.09, 0.16, 0.25], [-0.29, 0.07, 0.10], [-0.06, 0.00, 0.22], [-0.03, 0.02, 0.00], [-0.46, 0.18, 0.10], [1.20, -0.25, -0.22], [-0.39, -0.26, -0.13], [-0.13, 0.23, 0.14], [-0.01, -0.42, -0.10], [0.04, 0.13, -0.05], [-0.08, 0.04, -0.14], [0.18, -0.30, 0.50], [-0.24, 0.35, 0.36], [-0.09, 0.24, -0.28], [-0.46, -0.07, 0.53], [0.67, -0.65, -0.84], [0.28, 0.48, 0.19], [-0.36, 0.24, 0.25], [0.23, 0.15, -0.05], [-0.07, 0.14, 0.05], [0.03, 0.06, -0.15], [-0.33, 0.02, 0.14], [0.02, 0.05, 0.18], [-0.07, -0.35, -0.31], [-0.74, 0.35, -0.11], [1.32, -0.84, 0.16], [-0.33, 0.13, -0.77], [-0.14, 0.19, 0.23], [0.24, -0.04, 0.12], [-0.12, -0.12, -0.15], [-0.19, 0.11, 0.03], [-0.05, -0.04, -0.09], [0.12, 0.10, 0.42], [-0.08, 0.18, 0.05], [0.24, -0.06, -0.27], [0.31, -0.53, -0.20], [0.17, -0.46, 0.31], [-0.28, 0.44, 0.22], [-0.24, 0.01, -0.09], [-0.05, 0.42, 0.37], [-0.32, 0.02, -0.23], [0.00, 0.19, -0.19], [-0.16, 0.48, -0.10], [0.42, -0.17, -0.34], [0.34, -0.06, -0.56], [-0.24, 0.05, 0.22], [-0.02, -0.12, 0.16], [-0.17, -0.18, 0.30], [-0.43, 0.20, 0.22], [0.23, -0.06, 0.04]],
  "smiles": "CCOC(C)=O.CCOC(C)=O.CCOC(C)=O.CC(C)=O.CC(C)=O.CC(C)=O.BrCCBr.BrCCBr",
  "relative_energy_kcal_mol": 0.0,
  "energy_ev": -325334.3132,
  "homo_energy_ev": -9.550
}

***

{
  "formula": "C25H50ClNP2SSi2Sn",
  "method": "ωB97M-V/def2-TZVPD",
  "elements": ["Sn", "C", "C", "C", "Si", "C", "C", "Si", "H", "H", "H", "Cl", "C", "C", "C", "C", "H", "H", "H", "H", "H", "H", "H", "H", "H", "H", "H", "H", "C", "C", "P", "H", "H", "P", "H", "H", "C", "C", "C", "C", "C", "H", "C", "H", "H", "H", "H", "H", "H", "H", "C", "C", "H", "H", "H", "H", "H", "H", "H", "C", "C", "H", "H", "H", "H", "H", "H", "C", "C", "H", "H", "H", "H", "H", "H", "H", "C", "H", "H", "H", "S", "C", "N"],
  "positions_angstrom": [[0.02536, 0.00081, -0.39470], [-1.64547, -0.02999, 2.48083], [-1.92939, 1.14138, 1.73892], [-2.49610, 0.71232, 0.48867], [-1.44670, 2.87057, 2.26534], [-2.48203, -0.71688, 0.46891], [-1.91035, -1.17930, 1.70708], [-1.44676, -2.92028, 2.19991], [-1.34682, -0.03174, 3.53433], [-2.91588, 1.36739, -0.25998], [-2.93421, -1.35561, -0.29036], [2.82105, 0.08826, -4.51341], [-1.14625, -2.93543, 4.03065], [-2.81303, -4.08160, 1.68214], [-1.14114, 2.84821, 4.09023], [-2.81334, 4.05152, 1.77752], [-3.75866, -3.66238, 2.05983], [-2.65502, -5.06209, 2.15624], [-2.89757, -4.21340, 0.59427], [-0.19972, -2.45109, 4.30254], [-1.14247, -3.96586, 4.40467], [-1.95748, -2.39688, 4.53435], [-3.76205, 3.59544, 2.10464], [-2.86721, 4.24934, 0.69624], [-2.67746, 5.00237, 2.31716], [-1.94624, 2.29083, 4.57879], [-1.14654, 3.86631, 4.49191], [-0.19143, 2.36927, 4.35164], [0.18581, -3.34551, 1.29661], [0.18676, 3.31741, 1.36712], [0.41910, -2.73746, -0.41249], [0.32749, -4.43954, 1.33913], [1.00082, -2.90584, 1.89743], [0.42234, 2.74290, -0.35660], [1.00496, 2.86484, 1.95365], [0.34075, 4.40996, 1.42901], [2.06201, 3.40961, -0.92605], [-0.83496, 3.60954, -1.38954], [-0.83808, -3.58066, -1.46628], [2.05842, -3.38844, -1.00021], [3.13767, -2.29587, -0.92381], [1.87413, -3.63705, -2.05718], [2.51457, -4.66070, -0.28040], [2.65677, -4.47686, 0.79146], [3.48015, -4.96836, -0.70550], [1.81830, -5.50191, -0.39576], [2.93196, -1.42850, -1.57095], [4.10455, -2.72273, -1.23000], [3.24029, -1.93206, 0.10737], [-1.79351, -3.31765, -0.98268], [-0.65702, -5.09586, -1.46474], [-0.82485, -3.00100, -2.88639], [-0.68653, -5.53722, -0.46125], [0.27776, -5.39935, -1.95396], [-1.48063, -5.53673, -2.03878], [-1.02189, -1.92039, -2.88362], [-1.62407, -3.47787, -3.46691], [0.12597, -3.19522, -3.40441], [-1.79037, 3.33312, -0.91213], [-0.81724, 3.06640, -2.82438], [-0.65703, 5.12485, -1.34926], [-0.68984, 5.53978, -0.33461], [-1.48181, 5.57757, -1.91241], [0.27787, 5.44372, -1.82877], [-1.01004, 1.98549, -2.85171], [0.13314, 3.27683, -3.33735], [-1.61843, 3.55482, -3.39205], [3.14267, 2.31762, -0.86842], [2.51523, 4.66707, -0.17918], [1.88135, 3.67963, -1.97828], [2.65889, 4.45996, 0.88809], [1.81721, 5.50911, -0.27530], [3.47995, 4.98559, -0.59800], [3.24548, 1.93523, 0.15592], [4.10872, 2.75206, -1.16533], [2.94063, 1.46279, -1.53274], [1.21220, 0.03654, -5.27009], [0.37504, 0.03791, -4.53334], [1.16575, 0.90678, -5.95547], [1.19808, -0.86803, -5.90756], [1.40314, -0.04046, 4.03234], [1.39362, -0.02811, 2.43618], [1.52942, -0.01935, 1.22934]],
  "forces_ev_per_a": [[-0.61, -0.03, -0.66], [-0.18, 0.17, 0.03], [-0.20, 0.15, -0.10], [0.76, -0.25, 0.61], [-0.06, -1.16, -0.91], [0.49, 0.02, 0.25], [-0.31, -0.13, -0.12], [-0.01, 1.26, -0.76], [0.19, -0.05, -0.62], [-0.05, -0.03, -0.16], [0.17, 0.20, 0.07], [-0.10, 0.00, 0.36], [0.00, -0.28, 0.31], [-0.11, -0.31, 0.24], [0.00, 0.28, 0.36], [-0.07, 0.26, 0.25], [0.21, -0.20, -0.14], [-0.17, 0.11, -0.25], [0.00, 0.01, 0.33], [-0.21, -0.11, -0.11], [0.07, 0.13, 0.08], [0.09, -0.09, -0.05], [0.24, 0.24, -0.15], [-0.02, -0.03, 0.38], [-0.17, -0.13, -0.28], [0.05, 0.06, -0.01], [0.07, -0.07, 0.08], [-0.16, 0.07, -0.10], [0.10, -0.76, 0.09], [0.13, 0.72, 0.06], [0.20, -0.39, 0.75], [0.03, 0.22, 0.04], [-0.20, -0.01, -0.19], [0.19, 0.41, 0.83], [-0.21, 0.00, -0.17], [-0.04, -0.25, 0.04], [-0.20, 0.14, -0.18], [0.31, 0.02, 0.37], [0.30, -0.02, 0.38], [-0.20, -0.14, -0.18], [0.10, -0.07, 0.08], [0.14, 0.07, 0.14], [0.24, -0.09, -0.08], [0.02, -0.05, -0.21], [-0.15, -0.02, 0.17], [0.15, 0.30, 0.07], [-0.07, -0.30, 0.18], [-0.20, 0.16, 0.05], [0.00, -0.02, -0.21], [0.22, -0.11, -0.22], [-0.43, -0.25, -0.30], [-0.20, -0.05, 0.01], [0.03, 0.18, -0.16], [-0.20, 0.13, 0.10], [0.11, -0.12, 0.05], [0.14, -0.20, 0.01], [0.16, 0.07, -0.01], [-0.21, 0.09, 0.16], [0.23, 0.11, -0.23], [-0.21, 0.05, 0.01], [-0.44, 0.25, -0.29], [0.03, -0.18, -0.17], [0.11, 0.13, 0.05], [-0.21, -0.14, 0.09], [0.14, 0.20, 0.03], [-0.22, -0.09, 0.17], [0.16, -0.06, -0.02], [0.10, 0.07, 0.08], [0.24, 0.09, -0.07], [0.13, -0.08, 0.14], [0.02, 0.05, -0.21], [0.15, -0.30, 0.06], [-0.15, 0.01, 0.16], [0.00, 0.02, -0.21], [-0.19, -0.15, 0.05], [-0.08, 0.29, 0.19], [-0.41, 0.01, -0.94], [0.89, 0.02, -0.47], [-0.21, -0.46, 0.61], [-0.21, 0.44, 0.54], [0.11, 0.00, -0.09], [0.84, 0.02, -2.24], [-1.01, -0.01, 2.13]],
  "relative_energy_kcal_mol": 0.0,
  "energy_ev": -91750.6054,
  "homo_energy_ev": -6.412
}